Version A
C6H12S | ωB97M-V with the def2-TZVPD basis set

Each line ends with the Löwdin charge.
Cartesian coordinates (Å):
C (-0.406, 1.607, -1.763)  -0.45
C (0.742, 0.855, -1.265)  -0.44
C (-1.477, -0.616, 0.386)  -0.06
C (0.499, 0.475, 1.780)  -0.05
C (0.933, -1.544, 0.282)  -0.12
C (0.018, -0.416, 0.610)  -0.33
S (-0.045, 0.062, -2.648)  0.77
H (-1.307, 1.431, -1.347)  -0.02
H (-0.306, 2.473, -2.343)  0.05
H (1.719, 1.253, -1.248)  0.05
H (-1.964, 0.220, -0.165)  0.08
H (-2.020, -0.748, 1.290)  0.08
H (-1.654, -1.384, -0.267)  0.04
H (1.375, 1.040, 1.554)  0.07
H (-0.314, 0.943, 2.169)  0.04
H (0.869, -0.122, 2.573)  0.06
H (0.633, -1.823, -0.762)  0.06
H (0.760, -2.456, 0.911)  0.10
H (1.944, -1.248, 0.254)  0.06

## Properties
* LUMO: 0.8699 eV
* orbital gap: 8.337 eV

---

Version B
C6H12S | ωB97M-V with the def2-TZVPD basis set

Each line ends with the Löwdin charge.
Cartesian coordinates (Å):
C (1.394, 1.854, 0.355)  -0.02
C (1.407, 0.563, 0.658)  -0.22
C (1.654, -0.550, -0.353)  -0.18
C (0.344, -1.437, -0.340)  -0.28
C (-0.843, -1.024, -1.114)  -0.46
S (-1.565, 0.673, -0.820)  0.78
C (-2.137, 0.701, 0.814)  -0.46
H (1.164, 2.559, 1.086)  0.04
H (1.695, 2.168, -0.607)  0.05
H (0.838, 0.294, 1.542)  0.09
H (1.857, -0.046, -1.337)  0.12
H (2.528, -1.155, -0.034)  0.11
H (0.674, -2.322, -0.820)  0.09
H (0.089, -1.609, 0.719)  0.11
H (-0.650, -1.103, -2.224)  0.10
H (-1.589, -1.658, -0.819)  0.03
H (-1.835, 1.623, 1.212)  0.01
H (-3.307, 0.529, 0.723)  0.08
H (-1.717, -0.058, 1.359)  -0.01

## Properties
* LUMO: 0.9937 eV
* structure (SMILES): C=CCCCSC
* orbital gap: 8.933 eV

---

Version C
C6H12S | ωB97M-V with the def2-TZVPD basis set

Each line ends with the Löwdin charge.
Cartesian coordinates (Å):
C (1.410, 0.219, 0.175)  -0.38
C (0.706, -0.220, -2.618)  -0.29
C (0.713, 0.363, 1.469)  -0.35
C (-0.428, 1.409, 1.342)  -0.29
C (-1.566, 0.753, 0.605)  -0.06
C (-0.267, -1.943, -0.492)  -0.22
S (0.199, -0.253, -0.992)  0.93
H (1.855, 1.208, -0.355)  0.11
H (0.162, -0.674, -3.407)  -0.01
H (0.814, 0.715, -2.964)  -0.06
H (0.363, -0.568, 1.650)  0.04
H (1.532, 0.602, 2.123)  0.11
H (-0.523, 1.744, 2.457)  0.14
H (0.106, 2.274, 0.965)  0.09
H (-1.975, -0.189, 1.154)  0.09
H (-2.188, 1.348, 0.062)  0.00
H (0.667, -2.652, -0.352)  0.12
H (-0.670, -1.855, 0.473)  0.00
H (-0.909, -2.280, -1.294)  0.05

## Properties
* LUMO (alpha / beta): 0.0513 / -0.3641 eV
* orbital gap (alpha / beta): 7.242 / 6.688 eV

---

Name the least stable of them. version C.

---

Version A
C3H6FNS | ωB97M-V with the def2-TZVPD basis set

Each line ends with the Löwdin charge.
Cartesian coordinates (Å):
C (0.581, -0.089, 0.262)  -0.26
C (-0.638, -0.675, 1.024)  -0.74
C (0.216, -0.143, -2.124)  -0.07
N (0.208, 0.534, -0.974)  0.04
F (1.114, -1.107, -2.279)  0.10
S (-1.531, -1.935, 0.112)  0.29
H (1.060, 0.657, 0.899)  0.12
H (1.282, -0.895, 0.045)  0.11
H (-0.243, -1.129, 1.933)  0.05
H (-1.330, 0.127, 1.294)  0.04
H (-0.297, 0.156, -3.018)  0.14
H (-0.512, 1.241, -0.896)  0.16

## Properties
* LUMO (alpha / beta): -0.8388 / -0.8642 eV
* orbital gap (alpha / beta): 6.009 / 5.979 eV

---

Version B
C3H6FNS | ωB97M-V with the def2-TZVPD basis set

Each line ends with the Löwdin charge.
Cartesian coordinates (Å):
C (1.383, 0.807, -0.284)  -0.04
C (0.831, -0.424, 0.399)  -0.39
C (-0.437, -0.704, -0.136)  -0.32
H (0.550, 1.610, -0.174)  0.13
H (2.331, 1.049, 0.188)  0.07
H (1.738, 0.536, -1.292)  0.09
H (0.590, -0.247, 1.458)  0.15
H (-0.587, -1.236, -1.163)  0.16
H (-3.512, 0.939, 0.640)  0.03
N (-1.431, -0.217, 0.524)  -0.36
F (1.619, -1.573, -0.006)  -0.05
S (-3.075, -0.541, -0.153)  0.53

## Properties
* LUMO: -0.1090 eV
* orbital gap: 9.041 eV

---

Version C
C3H6FNS | ωB97M-V with the def2-TZVPD basis set

Each line ends with the Löwdin charge.
Cartesian coordinates (Å):
C (1.245, 0.851, -0.263)  -0.06
C (0.925, -0.493, 0.352)  -0.41
F (1.802, -1.425, -0.107)  0.01
C (-0.477, -0.723, -0.064)  -0.32
N (-1.423, -0.051, 0.375)  -0.35
S (-3.020, -0.529, -0.140)  0.70
H (0.853, 1.679, 0.386)  0.10
H (2.325, 1.085, -0.296)  0.08
H (0.936, 1.016, -1.289)  0.08
H (0.880, -0.455, 1.475)  0.16
H (-0.583, -1.600, -0.815)  0.15
H (-3.463, 0.644, 0.385)  -0.14

## Properties
* LUMO: 0.8462 eV
* structure (SMILES): C[C@H](F)/C=N/S
* orbital gap: 9.989 eV

---

Name the least stable of them. version B.

---

Version A
C6H5F | ωB97M-V with the def2-TZVPD basis set

Each line ends with the Löwdin charge.
Cartesian coordinates (Å):
C (2.754, -0.248, -0.117)  0.12
C (1.577, -0.554, 0.010)  -0.14
C (0.240, -1.096, 0.083)  -0.05
C (-0.846, -0.343, 0.031)  -0.28
F (-2.040, -1.012, -0.068)  0.03
C (-1.038, 1.095, -0.028)  -0.09
C (-0.059, 1.996, 0.073)  0.06
H (3.760, 0.069, 0.008)  0.03
H (0.140, -2.151, 0.316)  0.12
H (-2.070, 1.356, -0.096)  0.10
H (-0.235, 3.037, -0.115)  0.06
H (0.994, 1.690, 0.185)  0.05

## Properties
* LUMO: 0.1410 eV
* structure (SMILES): C#C/C=C(/F)C=C
* orbital gap: 8.998 eV

---

Version B
C6H5F | ωB97M-V with the def2-TZVPD basis set

Each line ends with the Löwdin charge.
Cartesian coordinates (Å):
C (-0.516, -2.159, -0.233)  -0.36
C (-0.878, -0.956, 0.556)  -0.18
C (-0.213, 0.409, 0.031)  0.04
C (0.300, 1.333, -0.605)  -0.10
C (0.939, 2.602, -0.659)  -0.21
C (1.546, 3.739, -0.346)  0.01
H (-0.846, -2.165, -1.321)  0.14
H (-1.264, -2.988, 0.346)  0.17
H (-0.532, -0.912, 1.629)  0.13
H (-1.998, -1.061, 0.443)  0.12
H (2.724, 4.524, 0.193)  0.21
F (0.738, -2.366, -0.034)  0.03

## Properties
* LUMO: -0.2142 eV
* orbital gap: 8.924 eV

---

Name the least stable of them. version B.

---

Version A
CHI3O | ωB97M-V with the def2-TZVPD basis set

Each line ends with the Löwdin charge.
Cartesian coordinates (Å):
C (-2.427, -0.026, -0.102)  -1.95
O (-0.376, -0.352, 0.807)  -0.42
I (-2.713, 1.970, -0.770)  0.72
I (-3.248, -0.507, 1.648)  0.87
I (-2.208, -1.386, -1.640)  0.80
H (-0.155, 0.530, 1.203)  -0.02

## Properties
* LUMO: -1.5909 eV
* orbital gap: 7.631 eV

---

Version B
CHI3O | ωB97M-V with the def2-TZVPD basis set

Each line ends with the Löwdin charge.
Cartesian coordinates (Å):
C (4.919, 0.483, 2.200)  -1.43
O (5.266, -0.049, 1.217)  -0.09
I (4.125, -0.500, 3.931)  0.74
I (0.123, -0.109, -1.497)  0.25
I (4.656, 2.561, 2.228)  0.78
H (1.057, 1.346, -1.273)  -0.25

## Properties
* LUMO: -0.9465 eV
* orbital gap: 8.903 eV

---

Name the least stable of them. version A.